Entry 1:
140
Properties=species:S:1:pos:R:3 method="wB97M-V/def2-TZVPD" total_energy_ev=-262983.497 homo_lumo_gap_ev=0.99 homo_ev=-8.42
O -0.2509 27.1231 7.4688
C 6.7174 25.2349 10.5068
H 11.6223 14.2106 9.2635
H -5.4514 20.2047 15.7153
O 2.1104 23.6072 0.3187
F -4.8050 18.9133 3.8857
Ca 8.5286 15.8151 13.0996
H 6.8454 14.9484 4.8733
O -2.9268 17.8808 4.9463
S 3.8388 12.9893 13.3410
C 6.3748 25.3954 17.5123
N 5.3901 13.1705 12.6648
O 3.5607 20.3717 11.5409
C -0.9964 28.2478 7.3345
C 6.6114 26.7799 10.1754
H 9.9481 19.2185 7.0313
F -1.6931 9.1036 9.2089
C 10.7458 18.7896 7.6378
S -0.4838 9.8779 8.4611
O -1.6663 24.9946 15.3783
C 4.9286 24.9191 17.1664
H 10.1868 25.9134 19.7556
N -4.8474 19.1621 6.0967
H 10.5981 13.4359 8.0643
O 4.7213 10.9177 11.6660
H -1.1407 18.4589 16.5708
H -1.4359 28.2165 17.6062
C -1.0930 24.6599 14.1111
C 1.6081 22.3524 -0.1480
H 10.1092 16.8756 0.4467
H -1.8874 19.1727 18.0270
O 3.6463 11.8773 14.2808
H -0.6417 25.2075 8.3285
C -1.7495 19.2792 16.9510
C -1.6671 26.2616 15.8777
O 11.1391 17.4295 7.2078
H 4.4069 25.5369 16.4354
H 7.1205 25.4604 16.7200
O 0.8700 22.1749 -1.0911
H 7.4483 27.4137 10.4685
H 4.9710 23.9290 16.7126
O 8.2004 26.0765 19.2290
O 4.4162 19.3579 8.6584
H 5.0461 27.2758 11.7513
C 8.6228 15.9493 2.3631
S 3.0264 19.1108 8.8786
O 0.4120 11.2823 5.8283
O -3.7496 21.1075 7.6336
C 2.9557 23.4511 1.4927
H 5.1751 21.9293 1.8024
O 11.3427 15.2564 7.4040
F 2.7200 17.8043 7.9656
C 7.8144 24.7721 19.3003
H 11.4819 19.5350 7.3367
N -1.6062 10.5801 7.2999
S -3.7298 19.1050 5.0600
H 6.7597 14.6112 3.1810
H -0.6191 26.5760 19.2249
H 9.1135 18.2369 0.7410
C 10.7368 16.3392 7.9267
O -2.9703 19.4237 16.2426
C 11.4744 14.0712 8.1926
S -3.9415 19.7113 7.3762
Ca -0.4546 15.8446 10.6522
O -3.1072 20.3915 4.6785
C 5.2688 27.3739 10.6888
H 7.9521 13.6640 4.2174
H -5.4784 18.7761 16.5498
H -6.3619 18.9219 14.8426
C -2.0793 27.3975 17.9275
O -2.9421 18.7918 7.8867
O -4.4405 18.5404 14.8473
N 2.4455 18.3925 10.0731
H 9.1488 26.5085 21.0281
O 4.9073 18.2658 11.2120
O -2.1402 26.2716 17.1576
S -0.6653 11.6755 6.7244
F -5.1677 19.6107 8.4307
C 9.3266 26.5528 19.9536
H -3.3022 26.2645 7.6814
H -2.4881 26.6703 9.2394
H 2.5441 21.6665 2.6083
H 7.3996 24.9806 11.3179
F 4.0740 14.1326 14.4821
H 2.5912 23.8403 2.4434
C -5.5370 19.1354 15.5223
C -2.3980 26.6489 8.1534
H -3.0687 27.8287 18.0795
O -1.3019 27.2613 15.2469
C 2.9729 21.9764 1.6553
C 6.8390 25.4698 8.3397
O -0.6006 29.3473 6.9369
H 5.2239 28.4050 10.3381
H -1.4472 27.9010 20.0057
O 9.8772 16.3765 8.8250
O 4.2531 13.1213 10.5274
O 6.7921 24.5009 18.5962
C 4.3382 21.3651 1.3911
C 9.9085 17.6440 1.1933
O 7.1383 25.3511 7.1562
H -1.8947 24.7311 13.3761
O 8.3860 23.9075 19.9888
O 2.1106 19.9737 8.2228
S 3.5896 18.9636 11.1885
C -1.1046 25.9314 7.6579
C -3.1020 18.6239 15.1527
O 8.3495 15.6931 3.7515
H 4.3501 26.8874 10.3612
O 2.0994 21.3736 0.6504
F 2.8712 18.4147 12.5440
S 4.9851 12.3462 11.4955
H 9.6303 27.5231 19.5609
O 7.1541 24.6095 9.3543
O 6.4520 26.7017 8.7712
H 6.3099 26.4503 17.7790
H 10.8658 18.1423 1.3459
O 8.2335 15.2700 1.4060
O 0.2978 8.7710 7.9245
O -2.1726 18.1260 14.5059
H 5.6979 24.9358 10.7500
H -2.3008 26.4163 19.8972
O -0.5054 12.8800 7.5397
O 0.1617 10.8072 9.3841
C 7.4453 14.6103 4.0283
H 4.4200 20.3222 1.6975
H 3.9347 23.8708 1.2619
O 2.7431 13.6225 12.5743
F 6.3918 12.1911 10.9028
F -1.6467 12.1003 5.5291
H -1.0960 20.1429 16.8280
H 10.3334 18.8830 8.6424
H -0.7665 23.6369 14.2981
H 4.4722 21.3245 0.3101
O -2.2895 28.0005 7.7292
C -1.5961 27.0427 19.3503
O 9.5166 16.8799 2.3090
H 12.2213 13.3959 7.7753
H 4.4084 24.8887 18.1238
H -1.3872 25.4832 6.7053
H -0.1521 25.1648 13.8926

Entry 2:
97
Properties=species:S:1:pos:R:3 method="wB97M-V/def2-TZVPD" total_energy_ev=-164593.774 homo_lumo_gap_ev=7.84 homo_ev=-8.58
Bi 0.4697 0.2157 -1.0500
H -7.6513 -0.0821 -0.1054
C 1.1150 3.3440 -0.0190
C -2.3625 -3.5169 -1.4861
H 3.7634 0.9802 -3.0908
C 6.1251 -3.4830 -1.3760
C -1.4463 3.1587 3.1101
H 1.2575 -2.5380 5.8902
P 0.8305 0.0639 1.7460
C -0.8762 -1.7294 -2.3573
C -1.6213 0.3919 2.9059
H -0.8420 1.9780 -2.7205
C -6.5808 0.0130 -0.0603
H 7.7347 -2.1773 -0.7921
H 6.8227 -4.2746 -1.5547
H 5.2145 4.8682 -2.7014
C -5.9452 1.0014 -0.7428
C 1.5576 -3.7990 2.7085
C 4.5124 2.6465 -0.2178
O -0.8506 -0.6428 -3.0314
C 4.8041 -3.5968 -1.6889
Br -6.3154 -4.5440 -1.9419
N -6.7618 1.9559 -1.5168
C 6.6891 -2.2617 -0.9425
H -3.6211 0.6274 3.6890
C -3.2689 -1.8722 -2.9936
C -3.7905 0.1492 -0.2264
H 3.7703 -0.9529 1.8423
C 0.1148 3.9500 -0.9736
H -3.7499 -5.0111 -0.7458
C 3.9558 -2.4766 -1.4795
H -5.3063 -2.0934 -3.5169
C -4.5767 1.1393 -0.8013
H 2.8993 -2.6348 -1.6300
C 0.8625 -1.5110 4.0509
C 2.4821 0.8162 2.2030
C 4.0747 1.5880 -0.9976
H -1.3628 4.1899 3.3407
O -7.5697 -2.0290 1.5805
H 0.6251 -0.5398 4.5207
C 1.2151 -2.6149 4.8030
H 2.5672 0.7403 3.2598
H -3.4424 3.1264 3.7938
C 4.5184 2.8614 -3.0059
C -2.1882 -2.4061 -2.2865
C -4.6515 -3.6340 -2.0741
C 4.9494 3.8266 -0.8141
H -0.8340 3.6244 -0.6038
H -0.3022 4.3671 -3.0136
H -3.1228 -0.9697 -3.5871
C 4.4811 -1.2949 -1.0071
C -2.2484 0.2560 -0.2515
H 4.6700 0.4496 1.6638
C 1.6182 -3.7402 4.1095
H 4.5787 2.5542 0.8692
C 0.3537 3.6305 -2.4573
H 6.2893 -0.2501 -0.4276
H 2.3907 1.8655 1.9216
H 5.2750 4.6633 -0.1886
H -4.1435 1.9678 -1.3217
H -1.6911 -0.6882 2.7507
C -5.7782 -0.9071 0.5995
H 4.6466 2.9096 -4.0688
O 1.6137 4.0267 0.8747
C -2.7425 1.1098 3.3420
C -3.5942 -4.1149 -1.3015
H 1.3848 3.8768 -2.7256
N -6.3751 -1.9816 1.4350
H 1.7486 -4.7197 2.1592
N 0.1424 2.2288 -2.8591
P 3.3403 -0.0047 -0.4199
H 0.3696 2.0601 -3.8261
H 0.1158 5.0168 -0.8499
C 4.9646 3.9333 -2.2320
C 5.8563 -1.2123 -0.7383
O -1.6699 1.2811 -0.6843
O 0.1004 -2.1828 -1.6900
H -1.4843 -3.9282 -0.9889
C -4.4824 -2.5331 -2.9292
H 1.9945 -4.6172 4.5656
C 3.6455 0.0535 1.4603
O 1.3277 2.0784 -0.1327
H 0.5650 2.9987 2.3890
H 1.2493 -2.6790 0.8748
C -0.4682 1.0605 2.5271
H 4.3225 -4.5498 -1.9973
O -5.5938 -2.7551 1.8988
O -1.6058 -0.6986 0.1870
C 3.9901 1.7472 -2.4030
C -2.6128 2.4963 3.4570
C -0.3278 2.4515 2.6956
C -4.3910 -0.8803 0.4917
O -6.1399 2.5655 -2.3744
H -3.7420 -1.6596 0.9135
C 0.8709 -1.4966 2.6602
C 1.2370 -2.6702 1.9796
O -7.9422 2.0502 -1.2495

Entry 3:
18
Properties=species:S:1:pos:R:3 method="wB97M-V/def2-TZVPD" total_energy_ev=-12953.948 homo_lumo_gap_ev=8.09 homo_ev=-4.39 charge=-1
H 1.9523 1.1118 -2.3140
C 0.2766 0.4076 -1.2209
H 0.9874 2.3592 -1.7645
N 0.3692 -0.4434 -0.1925
O -0.6595 0.4934 -2.0240
O -1.4229 0.2693 2.2216
H 0.2204 1.4168 2.1149
H 1.0658 2.3860 1.3229
H -1.0788 -1.8136 -1.3383
C -0.8148 -2.0998 -0.3177
H -1.4001 -1.8201 0.5709
O 0.9143 2.0927 2.2310
O -0.1687 -3.1631 -0.1587
C 1.4266 1.4228 -1.4050
H -0.8550 0.1032 1.4505
H -2.1893 0.7589 1.9162
H 1.3111 -0.3846 0.1738
H 2.0393 1.5728 -0.5222

Entry 4:
13
Properties=species:S:1:pos:R:3 method="wB97M-V/def2-TZVPD" total_energy_ev=-10737.658 homo_lumo_gap_ev=8.64 homo_ev=-8.54
C -0.1475 -2.1741 -1.0119
C -1.1065 -1.0147 -0.8204
H 2.2312 0.8984 0.8881
N -0.6575 2.2248 0.6847
N -0.8339 0.0446 -0.2353
C 0.5840 -3.1236 -0.4698
H -2.0536 -1.3301 -1.0749
H 1.2352 -3.9510 -0.4833
H -0.8886 1.8546 -0.1911
C 1.2888 1.1355 0.8108
N 0.6686 2.2282 0.8444
O 0.7333 0.0118 -0.1828
H -1.0537 3.1956 1.2415

Entry 5:
130
Properties=species:S:1:pos:R:3 method="wB97M-V/def2-TZVPD" total_energy_ev=-70119.343 homo_lumo_gap_ev=6.26 homo_ev=-4.12 charge=-1
H -9.2003 0.0960 0.6385
C -1.9771 -4.1851 -3.2338
H -0.9535 3.1156 2.5331
H -2.5275 4.8574 -3.6174
C -1.9173 3.1273 2.0188
C -5.8344 -0.8230 3.1677
H -2.4952 3.9621 2.4206
O -0.3492 -0.9033 -2.7107
H -1.1977 -4.5744 7.4058
H 4.9621 4.7146 2.8724
H 3.7936 -3.1501 -3.5076
H 0.1081 -2.1373 -4.3638
C 4.8388 -1.3670 4.6034
F -2.1662 -4.4354 -5.6242
H -0.0346 -0.3594 -4.6298
C 6.6894 3.6791 2.0920
H 4.3804 -0.2826 -3.0785
C -2.7481 3.7891 -3.6871
C 0.6892 4.9352 -4.2430
H -6.8918 0.7601 2.1251
H 7.2235 3.6068 3.0406
H -2.9415 -4.6540 -3.0523
H -3.3052 3.5059 -2.7942
C -6.2042 -0.0667 1.9047
C -1.3724 -4.6017 -4.5353
C -2.1935 -2.6279 -3.1715
H -1.9564 -2.8383 2.4212
H 0.7514 -2.3741 2.9844
H -1.1268 2.4634 0.1128
H -2.7284 3.1632 0.0422
H 6.5225 3.3727 -0.6836
H 5.2739 5.0493 1.1718
H -1.1153 -2.8011 7.3840
O -0.7894 3.1401 -5.0266
C 3.7544 -2.3648 -2.7524
H 1.1224 5.8866 -4.5578
C 1.8447 -0.9945 -3.8602
H 7.4494 3.8104 1.3131
H -2.9663 -4.4899 5.6070
H -0.8147 3.1440 -2.9501
H 0.1594 4.4105 -6.2529
C -7.9300 -1.5670 1.1721
H 1.4913 4.2057 -4.1175
H 4.8201 1.3026 0.7945
H 6.9724 1.6842 -0.4587
C 0.0359 4.8646 0.5842
C 1.1234 3.9157 0.1039
H -2.4308 2.1948 2.2545
H -2.0583 -2.2772 -4.2046
H -4.1660 -1.5653 -0.7932
H -1.2941 -4.5423 -2.4650
H -6.7144 -1.2073 3.6888
H -1.7512 1.9007 -3.7567
H 5.1875 -1.4641 -4.0943
H 0.2429 5.8672 0.2048
C -2.7595 -3.6305 6.2549
H 3.6388 -0.0391 3.3795
C 5.2787 2.2904 0.7348
H -4.6285 -0.4838 -2.4025
O -1.8404 -1.4502 -1.1326
C 2.8764 -2.5481 2.6789
C 2.3346 -1.7935 -2.6369
C -9.1035 -0.6371 1.4407
O -3.4939 -2.4085 -2.7276
C -1.3361 -3.6869 6.7863
H -5.1984 -1.6743 2.9224
H -1.2428 -2.0101 4.7025
H -3.5083 -3.3435 3.1113
C 4.8077 -1.2852 -3.0853
P -3.3602 -0.8897 -1.7784
H 3.0806 -3.1463 3.5750
H -7.7933 -2.2702 2.0035
H -5.2988 -0.1696 3.8584
H -3.3823 3.6385 -4.5624
H 5.6745 -1.3235 -2.4248
H 2.5722 -2.6265 -5.1292
H 1.4464 -1.0872 1.9824
C 4.1386 -3.0564 -1.4319
H -5.3027 0.3799 1.4835
H 1.5649 -1.4529 -5.9291
H 5.5267 2.1057 -1.3974
C -1.1054 -1.9960 -2.2084
H 2.1083 4.2969 0.3813
H 5.2745 -0.5838 5.2252
O 6.0244 2.4420 1.9322
C 6.1247 2.3681 -0.5244
H 0.2250 5.0877 -3.2666
H 1.6599 -2.6384 -2.4878
H 4.4577 3.0150 0.7002
O 4.0112 -1.7785 2.3243
H -3.4569 -3.6953 7.0918
H 2.3246 -1.1999 -1.7195
H 2.7271 -3.2521 1.8595
H -0.4641 -2.7427 -1.7263
H 6.3033 5.7782 2.4024
C -2.2971 -2.1416 4.4341
C 5.7521 4.8749 2.1372
H -8.1452 -2.1672 0.2873
H -1.1568 5.1490 -5.3566
C 4.4199 -0.7982 3.2577
H 3.2115 -0.9879 -5.5988
H -8.9782 -0.0885 2.3766
H -0.6049 -3.7297 5.9768
C -1.4833 2.9573 -3.7978
H 0.0380 4.9367 1.6787
H 2.0956 0.0641 -3.7975
H 3.3268 -3.6990 -1.0884
C -2.4538 -3.1746 3.3313
C 1.6143 -1.7216 2.8539
H 1.6755 -1.0711 3.7298
O -0.2798 -5.0246 -4.6925
C -1.7521 3.2659 0.5150
O -3.0701 -2.4234 5.5909
H -10.0313 -1.2076 1.5120
C 0.3011 -1.1462 -3.9451
O -1.2528 4.5349 0.1111
H 5.0582 -3.6321 -1.5419
H -3.3091 0.3681 -1.0674
H 4.3179 -2.2907 -0.6715
H 1.0813 3.8021 -0.9807
H 5.2741 -0.2956 2.8019
C 2.3757 -1.5598 -5.2003
H 1.0157 2.9223 0.5426
H -2.7864 -0.3771 -3.0116
O -6.7257 -0.8933 0.8892
C -0.3188 4.4465 -5.2721
H -2.6478 -1.1771 4.0657
H 3.9899 -1.7885 5.1457
H -2.0180 -4.1361 3.6146
H 5.5733 -2.1631 4.4705

Entry 6:
20
Properties=species:S:1:pos:R:3 method="wB97M-V/def2-TZVPD" smiles="CC(=O)N(C)CCN" total_energy_ev=-10407.204 homo_lumo_gap_ev=9.73 homo_ev=-8.83
H 3.0675 1.1272 -1.6687
C -1.3561 0.6041 1.2464
C -0.7309 -1.2423 -0.2361
H 2.0191 0.5108 0.9824
H 3.4822 1.9176 -0.2730
H 0.4164 0.7869 -1.5603
H -1.6765 1.6181 1.0005
H -2.2651 0.0323 1.3926
H -0.7884 0.5509 2.1670
C 0.4351 0.8574 -0.4705
C 1.8901 0.5613 -0.0966
N -0.5711 0.0489 0.1569
H -1.8202 -2.9916 -0.3622
N 2.7242 1.5290 -0.8106
C -2.0383 -1.9815 -0.0397
O 0.1402 -1.8113 -0.8828
H 2.1298 -0.4660 -0.3784
H 0.2112 1.9067 -0.2604
H -2.5552 -1.9717 0.9041
H -2.7140 -1.5870 -0.8106

Entry 7:
72
Properties=species:S:1:pos:R:3 method="wB97M-V/def2-TZVPD" spin_multiplicity=3 total_energy_ev=-78771.145 homo_lumo_gap_ev="7.27 / 8.13" homo_ev="-10.12 / -10.17" charge=+1
N 0.0087 1.4233 -1.9610
H -1.0837 -3.2400 -4.7122
C 0.6951 2.0285 2.1715
H -3.9271 3.6059 -1.5130
H 4.1349 -1.3204 0.6202
H 0.3880 3.2440 -2.9773
C -1.6785 2.0973 -0.5964
C 1.4077 -2.1581 1.6911
H 1.1951 -0.5708 3.1456
H -3.2727 -3.3039 -2.6786
C -3.6061 0.6925 0.3105
H -2.9570 -0.1959 0.2433
C 3.2204 -1.0322 0.1415
H 1.1769 2.0061 0.0747
C -1.2173 3.2227 -1.4898
C 1.7156 -1.5217 3.0493
C -0.2092 2.7446 -2.2381
H 0.6997 -1.2035 -4.8806
H 5.4054 2.9894 2.1209
C 2.8192 2.6491 1.2597
H -3.2988 1.2868 -1.7204
H -2.6051 -5.4920 -1.7886
C 0.0738 -1.4919 -4.0617
H -3.4221 -3.7562 -0.2204
H 1.3841 -2.1797 3.8491
C 1.9902 -3.5720 1.5920
N -0.7813 -1.3879 -2.0425
C -3.1788 1.7393 -0.7286
O -0.9066 0.0773 1.5950
V -0.8269 -0.5630 -0.2544
N -0.8436 1.0021 -1.0115
H 0.3082 -2.2220 1.5771
H 3.4574 2.7958 0.4010
S -1.0276 1.4921 2.0273
H 3.8161 0.1144 -1.6763
H -5.1039 2.7065 -0.5747
H 1.6754 0.7514 -3.3443
H -0.9482 -4.9134 -1.5278
C 1.1589 2.3211 3.4440
C 3.0747 -0.2978 -1.0206
C -1.8415 -4.8017 -2.1403
H -3.7942 3.5805 0.2431
H 1.5454 -4.2184 2.3448
O -1.3593 2.4707 0.7543
C 4.6659 3.5309 2.7069
H -4.6428 0.3900 0.1036
H 2.7982 3.0078 4.6188
H -1.5946 4.2183 -1.4118
C -1.3506 -2.4286 -2.6605
C 2.4531 2.7751 3.6228
C 3.2966 2.9574 2.5313
C -2.7456 -3.0025 -0.6233
C 1.5282 2.1921 1.0774
N 1.0716 -0.7682 -0.3096
N 0.0903 -0.8263 -2.9018
C 1.9158 -1.3190 0.5591
H -4.0070 1.9216 1.7754
H 2.7828 -1.3443 3.1634
N 1.7652 -0.1560 -1.2681
H -1.8528 -2.9754 0.0210
C -2.3657 -3.3616 -2.0611
H 3.0670 -3.5580 1.7450
B 0.9735 0.3688 -2.4838
H 4.6678 4.5657 2.3636
H 4.9702 3.5229 3.7501
H 1.7861 -3.9958 0.6102
O -3.4783 1.1237 1.6444
H -3.2739 -2.0454 -0.6045
H -1.5911 -5.0632 -3.1651
C -0.8339 -2.5224 -3.9591
C -4.0552 2.9879 -0.6308
H 0.4978 2.2059 4.2896

Entry 8:
4
Properties=species:S:1:pos:R:3 method="wB97M-V/def2-TZVPD" total_energy_ev=-29785.780 homo_lumo_gap_ev=6.73 homo_ev=-9.04
H 2.1649 0.3330 -0.6046
S 0.8479 0.2162 -1.1803
I -2.6373 -0.5155 0.6200
S -0.3755 -0.0338 1.1648